Molecular formula: C26H16Cl7NiO2P
Method: DFT, ωB97M-V with the def2-TZVPD basis set

2S+1: 3
Net charge: 0
Largest force on an atom (eV/Å): 0.55
HOMO-LUMO gap (spin up / spin down) (eV): 7.54 / 7.40

Cartesian coordinates (Å):
Ni 0.25150 -0.21908 -0.16496
O -0.85496 2.24053 -1.12741
C -1.09607 1.19518 -0.56881
C -2.51322 0.93573 -0.09897
C -3.42442 1.98906 -0.05356
C -4.70144 1.77998 0.43567
C -5.08583 0.51813 0.87989
C -4.19367 -0.54074 0.82397
C -2.90703 -0.33191 0.33972
P -1.66629 -1.62740 0.06725
C -2.22261 -2.36588 -1.50296
C -3.36890 -3.16153 -1.52625
C -3.84744 -3.66244 -2.72424
C -3.18831 -3.36674 -3.91111
C -2.05397 -2.57112 -3.89422
C -1.56772 -2.07051 -2.69345
C -1.93409 -2.91473 1.30938
C -1.58719 -4.23254 1.01658
C -1.64549 -5.20243 2.00520
C -2.04192 -4.86544 3.29161
C -2.37401 -3.55202 3.59275
C -2.31289 -2.57772 2.60816
H -3.10593 2.96104 -0.40538
H -5.40542 2.60096 0.47639
H -6.08451 0.36076 1.26446
H -4.50363 -1.52368 1.15567
H -3.88472 -3.39712 -0.60277
H -4.73422 -4.28226 -2.73334
H -3.56120 -3.75978 -4.84782
H -1.53479 -2.34516 -4.81589
H -0.66585 -1.47502 -2.68366
H -1.27461 -4.50062 0.01453
H -1.37726 -6.22368 1.77007
H -2.08688 -5.62537 4.06004
H -2.67768 -3.28326 4.59567
H -2.56288 -1.55199 2.84970
Cl 6.47474 -3.69895 -0.58289
C 4.89832 -3.04210 -0.80908
C 4.47751 -1.94963 -0.06188
Cl 5.52361 -1.22894 1.10189
C 3.20460 -1.43653 -0.25428
Cl 2.64192 -0.07270 0.66731
C 2.30306 -1.95902 -1.18929
O 1.11418 -1.47428 -1.36647
C 2.75234 -3.07516 -1.92636
Cl 1.64656 -3.76933 -3.05373
C 4.01912 -3.60321 -1.74110
Cl 4.51644 -4.96816 -2.66359
Cl 2.12274 3.33598 1.83277
C 0.38934 3.04530 1.68516
Cl -0.09564 1.51685 2.46452
H 0.12704 2.99084 0.63328
H -0.13513 3.84464 2.19482